A structure of composition C20H21CoGeI. Source: the OMol25 dataset; level of theory: wB97M-V/def2-TZVPD.

Computed properties:
* electronic energy: -4532.12830 a.u.
* orbital gap: 0.2806 hartree
* charge: -1
* molar mass: 519.8 g mol⁻¹

```
44
Properties=species:S:1:pos:R:3:forces:R:3
Co -0.0203 -0.0309 2.0655 -0.247 0.043 -0.428
I -0.3835 -1.9471 3.7680 0.021 -0.023 0.063
C -0.1488 1.8518 2.2625 0.411 -0.088 -0.208
C 0.3128 2.6478 3.2838 -0.090 -0.113 0.069
C 0.4270 4.0481 3.1066 -0.036 0.044 0.018
C 0.1297 4.6468 1.9117 -0.016 0.015 -0.061
C -0.3450 3.8638 0.8287 0.012 0.024 0.018
C -0.5534 4.3458 -0.4918 -0.030 -0.033 -0.060
C -0.9056 3.4798 -1.4924 0.039 0.105 0.080
C -1.1345 2.1041 -1.2425 -0.178 0.027 0.186
C -1.0038 1.6184 0.0353 0.102 0.280 -0.078
C -0.5359 2.4943 1.0597 0.048 -0.133 -0.310
H 0.6239 2.2168 4.2295 0.040 -0.040 -0.003
H 0.7914 4.6553 3.9277 0.009 0.005 0.021
H 0.2742 5.7131 1.7780 0.006 0.021 -0.004
H -0.3895 5.3956 -0.7047 0.000 0.037 -0.020
H -1.0226 3.8535 -2.5031 -0.004 0.015 -0.011
H -1.4462 1.4656 -2.0621 0.008 0.025 0.091
C 3.8405 -0.1689 -0.6584 0.097 0.006 -0.057
C 2.9432 -1.2207 -0.5824 -0.012 -0.107 -0.034
C 1.8157 -1.1216 0.2219 -0.182 -0.074 0.235
C 1.5344 0.0242 0.9765 0.093 0.384 0.026
C 2.4662 1.0746 0.8860 -0.232 -0.312 -0.048
C 3.5982 0.9747 0.0867 0.004 0.083 0.024
H 4.7191 -0.2407 -1.2896 -0.011 0.005 0.017
H 3.1192 -2.1274 -1.1526 -0.015 0.014 0.015
H 1.1431 -1.9754 0.2740 0.071 0.099 -0.005
H 2.3075 1.9858 1.4415 -0.062 0.125 0.082
H 4.2950 1.8055 0.0407 -0.020 -0.007 0.010
C -3.6171 -0.9802 -1.1583 0.175 -0.090 -0.001
Ge -1.7116 -1.2015 -0.6564 -0.076 0.133 -0.065
C -1.5533 -2.9752 0.1694 -0.018 0.099 0.025
C -0.6565 -1.2245 -2.3243 -0.103 -0.080 0.065
C -1.2642 0.2599 0.5623 0.440 -0.340 0.696
H -3.9503 -1.8060 -1.7895 -0.016 -0.007 -0.022
H -3.7721 -0.0450 -1.6969 0.020 0.030 -0.010
H -4.2361 -0.9613 -0.2610 -0.006 -0.006 0.031
H -1.9331 -3.7188 -0.5329 -0.021 -0.052 -0.015
H -2.1261 -3.0273 1.0953 -0.031 0.012 -0.027
H -0.5238 -3.2239 0.4240 -0.029 -0.007 -0.032
H -0.8518 -2.1665 -2.8420 0.006 -0.012 -0.009
H 0.4086 -1.1611 -2.1121 0.038 0.033 0.025
H -0.9212 -0.4094 -2.9971 -0.023 -0.004 0.023
H -2.0698 0.3562 1.3167 -0.181 -0.137 -0.312
```
Positions in Å, forces in eV/Å.

Atom charges from the Mulliken analysis, given in e for atoms 1 to 2: -0.758 -0.623